95
Properties=species:S:1:pos:R:3:forces:R:3:lowdin_charge:R:1 method="wB97M-V/def2-TZVPD" lumo_ha=-0.0392 homo_lumo_gap_ev=8.811 max_force_ev_per_a=3.66 charge=0 total_energy_ha=-6011.0499 e_homo_ev=-9.88
C -2.463 -2.113 -2.734 -0.3 -0.1 -0.7 -0.11
C -2.705 -2.866 -4.088 0.2 -0.4 0.9 -0.24
C -1.552 -3.923 -4.302 -0.8 0.6 -0.8 -0.20
C -0.701 -3.583 -5.572 0.8 -0.5 0.5 -0.20
C 0.846 -3.587 -5.326 -0.6 -0.3 0.0 -0.26
C 1.276 -2.604 -4.189 0.3 0.5 -1.3 -0.27
Si 1.302 -0.813 -4.863 0.9 -2.1 0.1 0.51
O 2.094 -0.892 -6.356 -1.3 1.6 0.0 -0.33
Si 1.480 0.154 -7.547 0.1 -0.7 1.1 0.56
C 0.773 1.764 -6.871 0.2 0.8 0.0 -0.34
C 0.465 2.877 -7.919 -0.5 -0.5 0.3 -0.72
C -0.279 2.406 -9.202 0.4 1.2 -0.1 -0.16
Br -0.743 4.179 -6.993 0.4 -0.1 -0.1 0.65
N 2.773 0.308 -8.780 -2.1 1.4 -1.0 0.08
C 2.417 -0.165 -10.092 -0.3 0.3 0.8 -0.56
O 3.128 -0.869 -10.654 2.2 -2.2 -1.9 0.24
F 1.252 0.144 -10.678 -0.3 0.8 1.2 0.12
C 3.400 1.550 -8.789 -0.4 -0.9 -2.2 -0.57
O 3.710 2.174 -7.871 0.8 1.4 2.7 0.21
F 3.610 2.057 -10.037 -0.2 -0.8 0.0 0.12
P 2.648 0.321 -3.466 0.8 1.6 1.1 0.42
O 2.806 1.734 -3.848 -0.3 -0.1 -0.2 -0.32
O 1.985 0.209 -1.954 0.4 -0.6 -1.5 -0.17
O 4.138 -0.364 -3.373 -1.4 -0.4 -0.2 -0.16
H -2.994 -1.144 -2.700 0.2 -0.4 0.0 0.07
H -2.808 -2.725 -1.879 0.4 0.3 -0.4 0.08
H -1.375 -1.925 -2.653 -0.6 0.0 0.2 0.04
H -3.669 -3.408 -4.049 0.3 0.4 0.0 0.10
H -2.780 -2.144 -4.920 0.2 -0.4 0.3 0.09
H -0.960 -3.962 -3.372 -0.1 -0.1 -0.5 0.09
H -2.003 -4.922 -4.456 0.3 0.4 0.2 0.10
H -0.929 -4.348 -6.340 0.1 0.6 0.2 0.11
H -0.948 -2.584 -5.988 -0.1 -0.5 0.2 0.09
H 1.306 -3.327 -6.301 0.0 0.0 0.7 0.09
H 1.205 -4.610 -5.090 -0.3 0.5 0.0 0.11
H 0.627 -2.648 -3.298 0.5 -0.3 -0.2 0.05
H 2.339 -2.818 -3.943 -0.6 0.0 0.3 0.08
H -0.036 -0.216 -4.922 -0.1 0.2 -0.1 0.02
H 0.361 -0.588 -8.167 0.3 0.0 -0.3 0.04
H -0.191 1.533 -6.371 0.5 -0.2 -0.3 0.05
H 1.418 2.217 -6.088 -0.2 -0.4 -0.3 0.08
H 1.373 3.459 -8.141 -0.5 -0.2 0.0 0.08
H 0.450 2.428 -10.037 -0.5 -0.5 0.3 0.07
H -1.018 3.188 -9.457 0.3 -0.6 0.0 0.05
H -0.802 1.442 -9.106 0.4 0.3 0.0 0.07
H 1.153 -0.284 -2.051 0.2 0.1 0.5 0.04
H 4.207 -1.086 -4.019 0.2 0.2 0.3 0.06
C -1.307 -0.899 4.615 0.0 0.0 0.0 -0.05
C -1.674 -0.905 3.272 0.1 0.0 0.0 -0.05
C -0.819 -1.441 2.322 -0.2 0.1 0.0 0.00
C 0.411 -1.961 2.707 0.0 0.0 0.1 -0.08
C 0.789 -1.933 4.051 -0.1 0.0 -0.1 -0.08
C -0.079 -1.410 5.003 -0.2 0.1 0.1 0.00
C 2.120 -2.440 4.475 0.1 0.0 0.5 -0.28
O 2.447 -2.419 5.645 0.0 0.0 -0.1 0.11
C 3.046 -2.966 3.438 0.0 0.0 -0.2 -0.08
C 4.317 -3.392 3.808 0.2 -0.1 0.0 0.00
C 5.184 -3.896 2.852 -0.1 0.0 0.0 -0.06
C 4.782 -3.985 1.522 0.0 0.0 0.1 -0.06
C 3.519 -3.557 1.148 0.2 -0.1 -0.1 0.00
C 2.650 -3.037 2.101 0.1 0.0 0.1 -0.08
C 1.311 -2.549 1.681 -0.1 0.0 -0.5 -0.28
O 0.961 -2.623 0.519 0.0 0.0 0.0 0.09
H -1.981 -0.487 5.358 0.0 0.0 0.0 0.10
H -2.628 -0.494 2.969 0.0 0.0 0.0 0.11
H -1.109 -1.449 1.278 0.1 -0.1 0.0 0.12
H 0.205 -1.399 6.048 0.1 0.0 -0.1 0.12
H 4.631 -3.327 4.842 -0.2 0.0 0.0 0.12
H 6.175 -4.223 3.141 0.0 0.0 0.0 0.11
H 5.459 -4.386 0.777 0.0 0.0 0.0 0.11
H 3.211 -3.623 0.112 -0.1 0.1 0.1 0.12
C -5.270 6.276 7.371 0.0 -0.1 0.0 -0.06
C -5.610 5.197 6.561 0.1 0.0 0.1 -0.06
C -4.940 3.991 6.692 -0.2 0.1 -0.1 0.00
C -3.919 3.862 7.628 0.0 0.1 0.1 -0.08
C -3.563 4.952 8.425 -0.1 -0.1 -0.1 -0.08
C -4.250 6.155 8.301 -0.1 0.1 -0.1 0.00
C -2.442 4.846 9.396 0.1 0.4 0.3 -0.28
O -2.134 5.793 10.092 0.0 -0.1 -0.1 0.11
C -1.700 3.562 9.491 0.0 -0.2 -0.1 -0.08
C -0.613 3.461 10.352 0.2 -0.1 0.1 0.00
C 0.078 2.265 10.459 -0.1 0.0 -0.1 -0.05
C -0.319 1.159 9.712 0.0 0.1 0.0 -0.05
C -1.399 1.256 8.849 0.1 -0.1 0.0 0.00
C -2.087 2.458 8.728 0.1 0.1 0.1 -0.08
C -3.220 2.559 7.772 -0.1 -0.4 -0.3 -0.28
O -3.566 1.595 7.117 0.0 0.0 0.0 0.09
H -5.801 7.215 7.273 0.0 0.0 0.0 0.11
H -6.400 5.298 5.827 0.0 0.0 0.0 0.11
H -5.209 3.152 6.064 0.1 -0.1 0.1 0.12
H -3.984 6.997 8.926 0.1 -0.1 0.0 0.12
H -0.303 4.318 10.937 -0.1 0.0 -0.1 0.12
H 0.928 2.190 11.126 0.0 0.0 0.0 0.11
H 0.218 0.223 9.802 0.0 0.0 0.0 0.11
H -1.703 0.396 8.266 -0.1 0.1 0.0 0.11